1.
Below is C3H7NO2 in the gas phase in a non-equilibrium geometry, with properties calculated with wB97M-V/def2-TZVPD.

Last column: natural (NBO) charge in e.
Positions of all 13 atoms, in Å:
O -0.616 -0.115 0.735  -0.491
N 0.765 -0.041 -1.155  -0.630
H -0.480 -1.719 -1.326  0.185
C 0.338 0.390 -0.034  0.807
H 1.203 -1.901 -1.899  0.195
C 0.349 -1.218 -1.832  -0.421
H 0.052 -0.949 -2.851  0.197
C -0.963 0.575 1.938  -0.251
O 1.022 1.485 0.303  -0.697
H 1.524 1.298 -0.596  0.520
H -0.110 0.619 2.620  0.193
H -1.774 -0.012 2.375  0.200
H -1.310 1.589 1.722  0.192

Output
E_tot, a.u.: -323.70086
ΔE to the lowest compared entry with this formula, charge and spin, kcal/mol: 50.27
Gap between HOMO and LUMO, eV: 10.038
Net charge: 0
SMILES string: C/N=C(/O)OC
HOMO energy, eV: -9.141



2.
Below is C3H7NO2 in the gas phase, with properties calculated with wB97M-V/def2-TZVPD.

Last column: natural (NBO) charge in e.
Positions of all 13 atoms, in Å:
H -0.745 1.180 0.983  0.233
H 1.755 0.974 1.191  0.175
O 0.756 -0.829 1.402  -0.739
N -1.101 -1.069 -0.760  -0.841
C -0.105 0.999 0.110  -0.528
H -1.750 -1.522 -1.386  0.400
H 1.314 -1.581 1.183  0.477
C -0.915 0.270 -0.956  0.674
H 1.758 -0.045 -0.257  0.174
H 0.155 1.970 -0.317  0.241
C 1.146 0.280 0.595  -0.063
H -0.905 -1.479 0.141  0.410
O -1.362 0.852 -1.929  -0.614

Output
E_tot, a.u.: -323.76081
ΔE to the lowest compared entry with this formula, charge and spin, kcal/mol: 12.65
Gap between HOMO and LUMO, eV: 10.380
Net charge: 0
SMILES string: NC(=O)CCO
HOMO energy, eV: -9.678



3.
Below is C3H7NO2 in the gas phase in a non-equilibrium geometry, with properties calculated with wB97M-V/def2-TZVPD.

Last column: natural (NBO) charge in e.
Positions of all 13 atoms, in Å:
O 1.883 1.434 -0.141  -0.307
C -0.543 -0.783 -1.359  -0.628
O -0.194 0.974 1.941  -0.704
H -1.636 -0.714 -1.318  0.225
H -1.318 -0.443 1.070  0.193
H -0.094 1.321 -0.381  0.232
C 0.085 0.228 -0.378  -0.207
C -0.269 -0.132 1.080  -0.061
H -0.293 -1.827 -1.100  0.221
H 0.339 -0.973 1.442  0.173
N 1.551 0.320 -0.485  0.162
H 0.731 1.237 2.029  0.473
H -0.241 -0.641 -2.401  0.227

Output
E_tot, a.u.: -323.63976
ΔE to the lowest compared entry with this formula, charge and spin, kcal/mol: 88.61
Gap between HOMO and LUMO, eV: 9.214
Net charge: 0
SMILES string: C[C@@H](CO)N=O
HOMO energy, eV: -9.357



4.
Below is 2 unconnected molecules or ions with the total composition C3H7NO2 in a non-equilibrium geometry, with properties calculated with wB97M-V/def2-TZVPD.

Last column: natural (NBO) charge in e.
Positions of all 13 atoms, in Å:
O 0.423 1.268 -1.006  -0.711
H 2.905 -0.202 0.268  0.404
C -1.811 0.175 0.236  -0.778
H -0.636 0.888 -0.921  0.499
H -0.681 -2.054 -0.458  0.475
C -0.791 -0.592 0.794  0.239
O -0.423 -1.852 0.456  -0.681
H -2.264 0.941 0.854  0.229
H -2.391 -0.181 -0.601  0.211
N 2.324 0.365 -0.344  -0.812
C 0.993 0.417 -0.190  0.357
H 2.719 1.165 -0.838  0.376
H -0.367 -0.336 1.751  0.192

Output
E_tot, a.u.: -323.63042
ΔE to the lowest compared entry with this formula, charge and spin, kcal/mol: 94.47
Gap between HOMO and LUMO, eV: 8.858
Net charge: 0
HOMO energy, eV: -8.025